{
  "formula": "C5H12N2O",
  "method": "the ωB97M-V functional and the def2-TZVPD basis",
  "elements": ["C", "C", "C", "O", "H", "H", "H", "H", "H", "H", "N", "N", "C", "C", "H", "H", "H", "H", "H", "H"],
  "xyz": [[-2.25, -0.58, 0.03], [-2.64, 0.75, 0.50], [-1.28, 1.04, -0.17], [-1.75, -1.51, 0.76], [-0.34, -1.55, 0.34], [-2.52, -0.80, -1.01], [-2.64, 0.86, 1.58], [-3.51, 1.21, 0.03], [-1.34, 1.59, -1.11], [-0.56, 1.45, 0.53], [1.54, -0.74, 0.78], [0.53, -1.05, -0.13], [2.63, -0.01, 0.30], [2.71, 0.64, -0.86], [1.76, -1.51, 1.40], [0.87, -1.53, -0.97], [-0.16, -0.12, -0.36], [3.45, 0.01, 1.02], [3.59, 1.21, -1.09], [1.90, 0.66, -1.57]],
  "nbo_charge": [0.329, -0.477, -0.723, -0.775, 0.462, 0.134, 0.220, 0.209, 0.211, 0.225, -0.437, -0.651, -0.010, -0.521, 0.380, 0.373, 0.427, 0.206, 0.217, 0.201],
  "multiplicity": 1,
  "e_above_lowest_kj_mol": 530.72,
  "homo_ev": -7.676
}

{
  "formula": "C19H43N2O2P3W",
  "method": "the ωB97M-V functional and the def2-TZVPD basis",
  "elements": ["W", "P", "P", "P", "H", "C", "C", "H", "C", "C", "C", "C", "C", "C", "C", "C", "C", "H", "H", "H", "H", "H", "H", "H", "H", "H", "H", "H", "H", "H", "H", "H", "H", "H", "H", "H", "H", "H", "H", "H", "H", "H", "H", "H", "H", "H", "C", "C", "C", "C", "C", "C", "O", "H", "H", "H", "H", "H", "H", "C", "N", "C", "N", "O", "H", "H", "H", "H", "H", "H"],
  "xyz": [[1.13, 0.01, 0.41], [2.43, 0.91, 2.17], [-0.28, 1.68, -0.16], [2.51, -0.70, -1.27], [-1.38, -1.28, 0.61], [-0.33, -1.59, 0.61], [0.42, -1.47, 1.87], [-0.10, -1.06, 2.74], [1.54, 1.12, 3.75], [3.15, 2.57, 1.89], [3.88, -0.08, 2.66], [-1.71, 1.11, -1.12], [-0.97, 2.55, 1.29], [0.46, 3.00, -1.16], [3.24, -2.34, -0.96], [3.91, 0.32, -1.81], [1.55, -0.97, -2.79], [-0.11, -2.45, -0.04], [1.15, -2.25, 2.11], [1.21, 0.15, 4.14], [0.65, 1.75, 3.66], [2.22, 1.58, 4.49], [2.38, 3.35, 1.89], [3.69, 2.60, 0.93], [3.86, 2.78, 2.70], [3.55, -1.03, 3.12], [4.45, 0.50, 3.40], [4.51, -0.30, 1.79], [-2.15, 2.00, -1.61], [-2.46, 0.66, -0.44], [-1.43, 0.38, -1.88], [-1.59, 3.37, 0.92], [-0.17, 2.97, 1.92], [-1.57, 1.88, 1.92], [-0.33, 3.73, -1.39], [0.87, 2.60, -2.10], [1.27, 3.51, -0.61], [3.87, -2.61, -1.82], [2.46, -3.10, -0.83], [3.87, -2.32, -0.06], [4.33, -0.15, -2.72], [4.68, 0.36, -1.04], [3.57, 1.33, -2.06], [2.23, -1.34, -3.57], [1.08, -0.04, -3.15], [0.77, -1.72, -2.61], [-1.93, -1.01, -5.14], [-3.09, -1.27, -5.91], [-3.41, -2.60, -6.23], [-2.59, -3.65, -5.78], [-1.40, -3.37, -5.10], [-1.03, -2.04, -4.86], [-1.66, 0.19, -4.52], [-2.35, 0.82, -4.79], [-3.73, -0.45, -6.24], [-4.31, -2.83, -6.81], [-2.87, -4.69, -5.98], [-0.74, -4.17, -4.76], [-0.08, -1.78, -4.40], [-3.13, 0.87, 6.57], [-3.74, 0.58, 5.30], [-3.00, 0.31, 4.19], [-3.79, 0.03, 3.08], [-1.77, 0.36, 4.13], [-2.05, 0.93, 6.44], [-3.37, 0.09, 7.30], [-3.51, 1.82, 6.97], [-4.74, 0.55, 5.23], [-3.29, -0.39, 2.30], [-4.74, -0.28, 3.22]],
  "nbo_charge": [0.772, 1.005, 1.016, 0.983, 0.256, -0.623, -0.478, 0.305, -0.924, -0.932, -0.919, -0.935, -0.935, -0.933, -0.922, -0.923, -0.952, 0.258, 0.267, 0.280, 0.276, 0.295, 0.265, 0.255, 0.307, 0.276, 0.303, 0.250, 0.291, 0.283, 0.257, 0.300, 0.268, 0.303, 0.304, 0.258, 0.280, 0.303, 0.271, 0.281, 0.303, 0.285, 0.270, 0.304, 0.265, 0.257, 0.457, -0.214, -0.146, 0.029, -0.155, -0.227, -0.593, 0.523, 0.274, 0.289, 0.275, 0.264, 0.225, -0.425, -0.594, 0.791, -0.847, -0.760, 0.225, 0.223, 0.224, 0.408, 0.366, 0.410],
  "multiplicity": 3,
  "e_above_lowest_kj_mol": 0.00,
  "homo_ev": [-17.523, -17.524],
  "total_charge": 4
}

{
  "formula": "C30H30ClF10MoN3O5P",
  "method": "the ωB97M-V functional and the def2-TZVPD basis",
  "elements": ["Mo", "C", "N", "C", "C", "N", "C", "C", "F", "C", "F", "C", "F", "C", "F", "C", "F", "C", "C", "N", "C", "C", "F", "C", "F", "C", "F", "C", "F", "C", "F", "H", "H", "H", "H", "H", "H", "H", "H", "H", "H", "H", "Cl", "C", "C", "C", "C", "O", "C", "C", "O", "C", "H", "H", "H", "H", "C", "C", "O", "P", "O", "C", "C", "O", "C", "C", "H", "H", "H", "H", "H", "H", "H", "H", "H", "H", "H", "H", "H", "H", "H"],
  "xyz": [[0.86, -0.40, -0.14], [2.15, 1.07, 2.57], [2.21, -0.19, 1.77], [1.86, -1.34, 2.64], [1.70, -2.56, 1.78], [0.77, -2.19, 0.66], [-0.06, -3.25, 0.27], [0.37, -4.59, 0.19], [1.65, -4.89, 0.39], [-0.50, -5.61, -0.15], [-0.06, -6.85, -0.23], [-1.83, -5.32, -0.43], [-2.66, -6.28, -0.76], [-2.28, -4.00, -0.39], [-3.54, -3.71, -0.67], [-1.39, -3.01, -0.06], [-1.82, -1.73, -0.03], [3.63, -0.34, 1.32], [3.78, 0.47, 0.07], [2.58, 0.14, -0.70], [2.66, 0.27, -2.12], [3.01, -0.83, -2.91], [3.24, -1.99, -2.31], [3.10, -0.72, -4.28], [3.43, -1.76, -5.01], [2.84, 0.51, -4.89], [2.91, 0.61, -6.19], [2.49, 1.61, -4.12], [2.21, 2.77, -4.70], [2.41, 1.49, -2.75], [2.07, 2.54, -2.00], [2.94, 1.05, 3.32], [2.27, 1.94, 1.93], [1.20, 1.14, 3.09], [2.64, -1.49, 3.40], [0.92, -1.12, 3.15], [2.64, -2.92, 1.36], [1.27, -3.37, 2.35], [4.30, -0.04, 2.12], [3.83, -1.39, 1.09], [3.82, 1.54, 0.25], [4.67, 0.18, -0.49], [-2.40, 1.51, -6.47], [-1.73, 1.28, -4.92], [-1.65, 2.38, -4.03], [-1.12, 2.26, -2.77], [-0.64, 1.02, -2.35], [-0.06, 0.91, -1.16], [-0.71, -0.09, -3.23], [-0.22, -1.33, -2.81], [0.33, -1.56, -1.69], [-1.27, 0.05, -4.52], [-2.01, 3.34, -4.37], [-1.04, 3.11, -2.11], [-0.29, -2.19, -3.48], [-1.33, -0.80, -5.19], [-2.70, 0.55, 4.56], [-1.27, 0.62, 4.12], [-1.13, 0.06, 2.74], [-0.87, 0.77, 1.38], [-0.36, 2.23, 1.58], [-1.22, 3.43, 1.81], [-0.35, 4.51, 2.38], [-2.19, 0.80, 0.55], [-3.56, 0.39, 0.94], [-4.41, 1.61, 1.19], [-2.77, 0.89, 5.60], [-3.07, -0.47, 4.52], [-3.33, 1.20, 3.96], [-0.61, -0.01, 4.72], [-0.87, 1.63, 4.10], [-2.02, 3.14, 2.49], [-1.65, 3.68, 0.84], [0.07, 4.22, 3.34], [-0.95, 5.40, 2.53], [0.46, 4.76, 1.69], [-3.48, -0.26, 1.81], [-3.91, -0.18, 0.09], [-4.08, 2.17, 2.07], [-5.44, 1.28, 1.39], [-4.43, 2.27, 0.33]],
  "lowdin_charge": [1.855, -0.027, -0.271, -0.147, -0.128, -0.088, -0.146, -0.120, 0.153, -0.113, 0.196, -0.095, 0.214, -0.120, 0.171, -0.134, 0.077, -0.133, -0.117, -0.152, -0.172, -0.162, 0.141, -0.123, 0.183, -0.107, 0.202, -0.125, 0.176, -0.152, 0.142, 0.122, 0.104, 0.061, 0.161, 0.111, 0.126, 0.151, 0.150, 0.126, 0.141, 0.156, 0.815, -0.633, 0.004, 0.049, -0.265, -0.264, -0.111, -0.046, -0.171, 0.002, 0.138, 0.142, 0.176, 0.141, -0.037, -0.184, -0.256, 0.642, -0.266, -0.189, -0.042, -0.246, -0.188, -0.043, 0.109, 0.100, 0.070, 0.127, 0.112, 0.109, 0.127, 0.088, 0.105, 0.092, 0.110, 0.125, 0.063, 0.108, 0.095],
  "multiplicity": 1,
  "e_above_lowest_kj_mol": 0.00,
  "homo_ev": [-17.103, -17.103],
  "total_charge": 3
}

Which value of multiplicity does entry 2 give?
3

Which of these has the highest multiplicity?
C19H43N2O2P3W

Among the records above, which one has the highest multiplicity?
C19H43N2O2P3W

Among the records above, which one has the highest multiplicity?
C19H43N2O2P3W